No. 1
Molecular formula: C19H44N5O17
Method: DFT, ωB97M-V/def2-TZVPD

- Strongest force on any atom: 4.6 eV Å⁻¹
- E_HOMO: -8.7 eV
- E_LUMO: -5.233 eV
- Orbital gap: 0.1269 Ha

Geometry as ORCA input:
```
! wB97M-V def2-TZVPD RIJCOSX def2/J DEFGRID3
* xyz 1 1
C -1.37100 -5.54628 -3.96085
C -1.44895 -5.16369 -2.53249
O -2.26321 -5.63316 -1.80554
N -0.49388 -4.12481 -2.01367
H -0.10292 -4.58724 -1.19069
H 0.29500 -4.06651 -2.64959
C -1.12076 -2.79139 -1.52059
H -2.30805 -5.12488 -4.34224
H -1.38896 -6.59633 -4.23744
H -0.57659 -4.97323 -4.44288
H -0.56612 -2.05100 -2.08533
H -0.84932 -2.82683 -0.46836
H -2.20463 -2.75004 -1.60637
C -2.72863 2.94268 1.50882
C -3.76455 3.80307 0.86387
O -3.69703 4.96601 0.65556
N -5.07391 3.07156 0.60734
H -5.09552 2.11362 0.98115
H -5.75478 3.59697 1.15580
C -5.48558 3.02098 -0.83997
H -1.72570 3.32356 1.32076
H -2.57966 1.96074 1.06043
H -2.97360 2.88292 2.57044
H -5.75357 3.99785 -1.22981
H -6.38487 2.41681 -0.72048
H -4.70319 2.49708 -1.38452
C 3.14926 1.91025 2.70218
C 3.19901 2.93534 1.59462
O 4.11064 3.66823 1.39125
N 1.97961 3.06102 0.72129
H 2.27645 3.06256 -0.25291
H 1.47427 2.17678 0.87034
C 1.23322 4.31654 1.12104
H 3.63779 2.27480 3.60862
H 3.65046 0.98499 2.43041
H 2.13392 1.89129 3.11689
H 0.57437 4.71781 0.35069
H 1.88244 5.14368 1.39349
H 0.56445 3.97908 1.91163
C 1.54531 -1.64424 4.21334
C 1.88993 -2.89108 3.50155
O 1.32504 -3.92317 3.54624
N 2.93392 -2.62849 2.40764
H 2.63033 -2.01944 1.61292
H 3.71243 -2.03506 2.70101
C 3.61421 -3.89479 1.89082
H 2.00151 -0.75984 3.76959
H 1.75645 -1.62924 5.28250
H 0.46263 -1.54448 4.11075
H 4.21901 -4.24519 2.72244
H 4.12279 -3.66160 0.96141
H 2.79551 -4.59956 1.76000
C 1.84799 0.13173 -2.49027
C 2.56819 0.34233 -3.78661
O 2.86679 1.41714 -4.16871
N 2.72823 -0.81134 -4.79903
H 2.72486 -1.64247 -4.19986
H 1.80474 -1.01995 -5.19092
C 3.92067 -0.72430 -5.67423
H 2.00620 -0.86916 -2.06826
H 0.75543 0.18741 -2.46824
H 2.16283 0.78414 -1.67940
H 4.80265 -0.49560 -5.07884
H 3.70424 0.05873 -6.39484
H 4.17552 -1.68459 -6.11846
O -0.43570 0.99954 4.26303
C -0.24737 2.27681 4.65444
O -0.57303 2.66484 5.79563
O 0.38077 2.98561 3.82401
H -0.13350 1.07607 3.34469
O -3.25132 -0.93431 -0.03780
C -4.44594 -0.88238 0.57045
O -5.04586 0.24193 0.52511
O -4.91111 -1.88259 1.13617
H -3.18992 -0.01756 -0.35739
O -0.34850 -1.35282 1.26052
C 0.48417 -0.34489 0.84255
O 1.70791 -0.62381 0.73197
O -0.05593 0.78662 0.88206
H -1.18387 -0.85800 1.37092
O -1.83662 1.37322 -1.10278
C -1.62940 2.51930 -1.84168
O -0.56202 3.14689 -1.62774
O -2.52124 2.84075 -2.64674
H -1.02486 1.30602 -0.60284
*
```

---

No. 2
Molecular formula: C27H58O4P2PtSi
Method: DFT, ωB97M-V/def2-TZVPD

- Strongest force on any atom: 5.3 eV Å⁻¹
- E_HOMO (spin up / spin down): -12.9 / -13.4 eV
- E_LUMO (spin up / spin down): -7.096 / -8.115 eV
- Orbital gap (spin up / spin down): 0.2131 / 0.1930 Ha

Geometry as ORCA input:
```
! wB97M-V def2-TZVPD RIJCOSX def2/J DEFGRID3
* xyz 2 5
P -0.13941 -1.78856 -4.95394
P 0.09533 2.04256 -4.97702
C -0.54187 -0.49360 -6.17834
C 0.40780 0.74125 -6.24752
H -1.58416 -0.16464 -5.98544
H -0.52791 -0.98010 -7.17266
H 1.47053 0.45803 -6.22990
H 0.24399 1.29302 -7.18435
C -1.42638 2.85956 -5.66878
H -1.78554 3.64329 -4.97677
H -2.23090 2.12660 -5.87563
H -1.12599 3.33491 -6.61836
C 1.41225 3.22938 -5.30860
H 1.11877 3.75377 -6.22050
H 2.35280 2.68446 -5.46280
H 1.48156 3.94058 -4.47903
C -1.28875 -3.14729 -5.26999
H -1.25853 -3.88757 -4.46050
H -1.00951 -3.66355 -6.19481
H -2.32010 -2.78845 -5.38523
C 1.50840 -2.50362 -5.12602
H 2.28515 -1.74462 -5.27029
H 1.54323 -3.17516 -5.98876
H 1.74610 -3.11481 -4.24725
Pt 0.92499 -0.80338 -0.36938
C 0.56667 2.66273 -2.68888
C -0.59192 2.19232 -2.09150
C -1.61752 1.31635 -2.69675
C -1.58157 -0.26640 -2.84970
C -0.40081 -1.22623 -3.24742
C 1.04633 -0.84605 -2.56785
C 1.57137 0.39010 -3.21568
C 1.82439 1.74506 -2.47860
C 0.11089 -2.31640 0.60586
H 0.66395 3.71758 -2.95308
H -0.55243 2.08344 -0.97748
H -1.91126 1.74922 -3.68217
H -2.46091 1.44314 -1.97974
H -1.95231 -0.70342 -1.91302
H -2.40341 -0.48237 -3.56573
H -0.66330 -2.20275 -2.81491
H 1.69352 -1.71070 -2.73607
H 0.64098 0.58770 -3.83478
H 2.35206 0.21776 -3.98674
H 2.14916 1.51242 -1.45348
H 2.68726 2.17622 -2.98067
H 0.99830 -2.55115 1.20726
H -0.08502 -3.06578 -0.15108
H -0.76464 -2.03964 1.19651
C 3.18700 0.79264 3.55679
C 2.14620 -0.22697 3.98460
C 2.60883 -1.61007 3.55384
C 1.95004 -0.18462 5.49332
O 0.85928 0.02884 3.36471
Si 0.28328 1.21183 2.35561
O 0.49786 0.85080 0.81821
O -1.30430 1.44608 2.79144
C -2.08873 0.88028 3.89194
C -2.17976 -0.62755 3.72946
C -1.46980 1.20028 5.24102
C -3.48902 1.47988 3.81445
O 1.01356 2.58488 2.95022
C 0.65764 3.99230 2.84288
C 0.05022 4.27179 1.47584
C -0.33425 4.37517 3.93127
C 1.92571 4.82328 3.01679
H 4.17011 0.54274 3.98535
H 2.93970 1.80241 3.89759
H 3.30770 0.80429 2.46844
H 3.54408 -1.88861 4.06343
H 1.85363 -2.36691 3.79566
H 2.79416 -1.63880 2.47290
H 1.65609 0.82160 5.81444
H 1.17245 -0.89463 5.79229
H 2.87064 -0.45441 6.02738
H -2.61278 -0.87472 2.75301
H -1.18788 -1.09087 3.79884
H -2.81966 -1.07003 4.51149
H -1.38548 2.28086 5.40354
H -2.09964 0.80142 6.05077
H -0.48073 0.73773 5.34365
H -3.46637 2.56918 3.93979
H -3.94954 1.25407 2.84531
H -4.13773 1.06817 4.60316
H -0.90544 3.75035 1.34536
H -0.14636 5.34627 1.36905
H 0.73965 3.98219 0.67444
H 0.05733 4.13157 4.92707
H -0.51809 5.45937 3.89773
H -1.30242 3.88327 3.77852
H 2.40009 4.61678 3.98458
H 2.64635 4.59264 2.22242
H 1.68527 5.89907 2.95894
*
```

---

No. 3
Molecular formula: C8H17N2
Method: DFT, ωB97M-V/def2-TZVPD

- Strongest force on any atom: 6.3 eV Å⁻¹
- E_HOMO: -12.4 eV
- E_LUMO: -3.815 eV
- Orbital gap: 0.3149 Ha

Geometry as ORCA input:
```
! wB97M-V def2-TZVPD RIJCOSX def2/J DEFGRID3
* xyz 1 1
C -3.35837 -2.53108 1.48003
C -1.02015 0.54456 -1.46789
C 0.44760 0.61899 -3.34490
C 2.28579 0.12669 -0.97540
C 0.65705 0.69941 2.90032
C 0.16351 1.23759 -2.04010
C 1.41501 1.17753 -1.04871
C -0.20953 -0.43045 2.64859
N -2.36774 -2.00462 1.62967
N 0.11864 -1.57758 2.28169
H -4.40073 -2.96818 1.28500
H -1.20357 1.08985 -0.58980
H -0.60947 -0.38793 -1.12706
H -1.95632 0.43261 -2.03827
H 1.39527 0.82754 -3.71983
H -0.31524 1.05271 -4.03024
H 0.38685 -0.48003 -3.39513
H 2.05686 -0.69257 -1.50943
H -1.32323 -0.21395 2.75859
H 3.00376 0.20150 -0.25233
H 0.49753 0.99093 4.02005
H 1.75770 0.51655 2.79946
H 0.38890 1.48970 2.36097
H 0.02926 2.32980 -2.11434
H 1.69387 2.04260 -0.51381
H 1.13857 -1.98903 2.16476
H -0.67183 -2.10311 1.83812
*
```

---

Q: strongest force on any atom of number 2 (C27H58O4P2PtSi)?
A: 5.3 eV Å⁻¹

---

Q: Look up the strongest force on any atom of the third one.
A: 6.3 eV Å⁻¹

---

Q: Look up the strongest force on any atom of the third one.
A: 6.3 eV Å⁻¹